A) The following is a quantum chemistry calculation of C2H9NP3 as an isolated structure, from the OMol25 dataset.

Geometry (Å):
P -1.83 0.28 1.68
P -0.05 0.14 0.15
P 2.12 2.00 0.49
N 1.57 0.67 -0.10
C 0.39 -1.63 0.02
C -0.90 0.83 -1.30
H -0.07 1.42 -1.80
H 1.42 -1.64 -0.37
H -1.90 -0.98 1.14
H 3.24 1.97 -0.35
H -1.41 0.07 -1.89
H 0.53 -2.09 0.98
H -1.27 -0.38 2.95
H -0.21 -2.28 -0.60
H -1.64 1.61 -1.00

Output
* charge: +1
* LUMO: -5.23 eV
* Kohn-Sham gap: 0.31951 Eh
* 2S+1: 1

Atom charges from the natural (NBO) analysis, given in e for atoms 1 to 5: number 1, P, carries 0.16; number 2, P, carries 1.33; number 3, P, carries 1.00; number 4, N, carries -1.18; number 5, C, carries -0.97


B) The following is a quantum chemistry calculation of an isolated ion of composition C2H9NP3 and charge +1, from the OMol25 dataset.

Geometry (Å):
P -1.10 2.22 -0.12
P 0.03 0.30 -0.45
P 2.37 1.22 -2.14
N 1.54 0.17 -1.31
C -1.10 -0.98 -0.76
C 0.82 -0.25 1.05
H -0.15 2.81 0.60
H -1.62 -0.76 -1.74
H 0.14 -0.95 1.57
H 1.68 -0.91 0.78
H -1.71 1.89 1.01
H -1.69 -1.26 0.08
H -0.45 -1.86 -1.05
H 1.14 0.51 1.75
H 3.39 0.15 -2.35

Output
* SMILES string: CP(C)(P)=[N+]=P
* charge: +1
* LUMO: -5.13 eV
* Kohn-Sham gap: 0.31752 Eh
* 2S+1: 1

Atom charges from the natural (NBO) analysis, given in e for atoms 1 to 5: number 1, P, carries 0.13; number 2, P, carries 1.42; number 3, P, carries 0.99; number 4, N, carries -1.20; number 5, C, carries -1.02


Computed relative energies in units of hartree: A) 0.0040; B) 0.0000


A) The following is a quantum chemistry calculation of one molecule with the formula C4H10S, from the OMol25 dataset.

Geometry (Å):
S -0.28 0.38 -0.43
C -0.56 -1.38 -0.11
C -1.61 -1.79 -1.11
C 1.12 0.53 0.84
C 1.53 1.94 1.14
H -0.98 -1.32 0.86
H 0.44 -1.89 -0.14
H -2.07 -2.75 -0.99
H -2.37 -0.96 -1.15
H 1.84 -0.09 0.36
H -1.19 -1.87 -2.15
H 1.77 2.50 0.14
H 2.45 2.02 1.79
H 0.85 2.49 1.82
H 0.90 0.02 1.79

Output
* SMILES string: CCSCC
* LUMO: 1.16 eV
* Kohn-Sham gap: 0.35284 Eh
* 2S+1: 1

Atom charges from the natural (NBO) analysis, given in e for atoms 1 to 5: number 1, S, carries 0.14; number 2, C, carries -0.52; number 3, C, carries -0.63; number 4, C, carries -0.49; number 5, C, carries -0.63


B) The following is a quantum chemistry calculation of a 2-piece molecular cluster, C4H10S overall, from the OMol25 dataset.

Geometry (Å):
S 0.36 1.42 -2.42
C -0.03 -1.68 2.33
C -0.35 -2.87 1.47
C 0.16 -1.74 3.64
C -0.53 2.90 -1.88
H -1.41 2.56 -1.35
H 0.03 -0.70 1.87
H -1.15 -2.69 0.76
H -0.72 -3.68 2.10
H 0.07 3.57 -1.28
H 0.35 -0.84 4.22
H 0.06 -2.65 4.22
H 1.42 2.05 -2.93
H -0.86 3.46 -2.76
H 0.59 -3.23 1.06

Output
* SMILES string: C=CC.CS
* LUMO: 0.90 eV
* Kohn-Sham gap: 0.36680 Eh
* 2S+1: 1

Atom charges from the natural (NBO) analysis, given in e for atoms 1 to 5: number 1, S, carries -0.04; number 2, C, carries -0.17; number 3, C, carries -0.65; number 4, C, carries -0.41; number 5, C, carries -0.73


Computed relative energies in units of hartree: A) 0.0000; B) 0.0139


A) The following is a quantum chemistry calculation of a 2-piece molecular cluster, C4H10S overall, from the OMol25 dataset.

Geometry (Å):
S -0.94 -0.37 -1.12
C 0.72 -0.32 1.81
C 1.33 -0.88 0.71
C 1.43 0.72 0.40
C -2.57 0.07 -1.80
H 1.58 0.58 -0.68
H -3.18 0.51 -1.01
H 0.50 1.29 0.34
H 2.34 1.15 0.80
H 1.38 -0.29 2.68
H 0.89 -1.45 -0.11
H -3.14 -0.79 -2.15
H -0.22 0.18 1.90
H 2.35 -1.22 0.82
H -2.46 0.81 -2.59

Output
* LUMO: -0.98 eV
* Kohn-Sham gap: 0.20073 Eh
* 2S+1: 1

Atom charges from the natural (NBO) analysis, given in e for atoms 1 to 5: number 1, S, carries -0.70; number 2, C, carries -0.06; number 3, C, carries -0.38; number 4, C, carries -0.64; number 5, C, carries -0.72


B) The following is a quantum chemistry calculation of a 2-piece molecular cluster, C4H10S overall, from the OMol25 dataset.

Geometry (Å):
S -1.58 -3.16 -0.05
C 1.17 2.70 1.41
C -1.37 -0.96 -1.72
C -0.53 -2.06 -1.06
C 1.91 2.84 2.49
H -1.22 -4.30 -0.65
H -1.95 -1.41 -2.53
H 1.55 3.30 3.40
H 1.54 2.37 0.45
H -2.06 -0.52 -1.01
H -0.72 -0.19 -2.15
H 0.12 2.99 1.35
H 2.98 2.71 2.47
H -0.14 -2.68 -1.86
H 0.32 -1.63 -0.53

Output
* SMILES string: C=C.CCS
* LUMO: 0.90 eV
* Kohn-Sham gap: 0.36642 Eh
* 2S+1: 1

Atom charges from the natural (NBO) analysis, given in e for atoms 1 to 5: number 1, S, carries -0.05; number 2, C, carries -0.38; number 3, C, carries -0.61; number 4, C, carries -0.51; number 5, C, carries -0.38


Computed relative energies in units of hartree: A) 0.1376; B) 0.0000


A) The following is a quantum chemistry calculation of a 2-piece molecular cluster, CH3FN2O overall, from the OMol25 dataset.

Geometry (Å):
F -1.19 -2.26 -0.69
O 1.50 -0.77 0.88
N -0.35 2.17 -0.26
N 0.11 1.08 0.19
C 0.96 0.46 0.73
H -0.92 2.66 0.41
H 1.06 -1.33 0.28
H -1.16 -2.02 -1.53

Output
* LUMO (spin up / spin down): -0.08 / -0.08 eV
* Kohn-Sham gap (spin up / spin down): 0.30833 / 0.30831 Eh
* 2S+1: 1

Atom charges from the natural (NBO) analysis, given in e for atoms 1 to 5: number 1, F, carries -0.55; number 2, O, carries -0.64; number 3, N, carries -0.52; number 4, N, carries -0.11; number 5, C, carries 0.44


B) The following is a quantum chemistry calculation of a 2-piece molecular cluster, CH3FN2O overall, from the OMol25 dataset.

Geometry (Å):
F 1.68 -1.13 0.04
O -1.95 -0.29 0.00
N 0.20 -0.13 -0.42
N 0.54 1.06 -0.11
C -0.90 -0.85 0.01
H -0.76 -1.86 0.39
H 0.36 1.52 0.83
H 0.84 1.68 -0.73

Output
* LUMO (spin up / spin down): -0.52 / -0.52 eV
* Kohn-Sham gap (spin up / spin down): 0.37870 / 0.37867 Eh
* 2S+1: 1

Atom charges from the natural (NBO) analysis, given in e for atoms 1 to 5: number 1, F, carries -0.51; number 2, O, carries -0.52; number 3, N, carries 0.05; number 4, N, carries -0.44; number 5, C, carries 0.50


C) The following is a quantum chemistry calculation of one molecule with the formula CH3FN2O, from the OMol25 dataset.

Geometry (Å):
F 2.15 -1.07 -0.04
O 0.86 1.50 -0.07
N -1.20 0.45 -0.03
N 0.74 -0.92 0.00
C 0.13 0.40 -0.03
H 0.56 -1.44 0.85
H -1.66 -0.33 -0.29
H -1.58 1.41 -0.39

Output
* SMILES string: NC(=O)NF
* LUMO: 0.60 eV
* Kohn-Sham gap: 0.39451 Eh
* 2S+1: 1

Atom charges from the natural (NBO) analysis, given in e for atoms 1 to 5: number 1, F, carries -0.21; number 2, O, carries -0.64; number 3, N, carries -0.80; number 4, N, carries -0.26; number 5, C, carries 0.72


Computed relative energies in units of hartree: A) 0.0616; B) 0.0484; C) 0.0000